[1]
{"formula": "C3H8BNO2P", "method": "the ωB97M-V functional and the def2-TZVPD basis", "smiles": "C#C[N@H+]([PH2]=O)B(C)O", "e_homo_ev": -14.493, "e_lumo_ev": -5.18, "orbital_gap_ev": 9.31, "charge": 1, "spin_multiplicity": 1, "elements": ["P", "O", "O", "N", "C", "C", "C", "B", "H", "H", "H", "H", "H", "H", "H", "H"], "positions_angstrom": [[1.37, -0.87, 0.97], [2.23, 0.48, 0.93], [-1.78, -1.69, -0.83], [-0.36, -0.34, 0.89], [-0.28, 0.41, -1.78], [-0.39, 1.15, 1.31], [-0.29, 2.57, 1.26], [-0.83, -0.56, -0.54], [-1.20, 0.64, -2.47], [0.57, -0.20, -2.33], [-0.29, 3.74, 1.01], [-1.29, -2.57, -0.71], [1.74, -1.73, -0.14], [-0.92, -0.88, 1.59], [0.19, 1.42, -1.41], [1.53, -1.56, 2.25]]}

=====

[2]
{"formula": "C3H8Br2N", "method": "the ωB97M-V functional and the def2-TZVPD basis", "e_homo_ev": [-14.382, -13.671], "e_lumo_ev": [-5.84, -6.81], "orbital_gap_ev": [8.54, 6.86], "charge": 1, "e_above_lowest_kcal_mol": 87.7, "spin_multiplicity": 1, "elements": ["Br", "Br", "N", "C", "C", "C", "H", "H", "H", "H", "H", "H", "H", "H"], "positions_angstrom": [[-3.25, -1.10, 0.32], [-1.35, 2.20, -0.16], [0.09, -0.28, -0.21], [0.13, -0.50, 1.26], [1.46, 0.33, -0.66], [-1.04, 0.50, -0.75], [0.43, 0.31, 1.95], [-0.92, -0.91, 1.51], [1.00, -1.18, 1.40], [-0.11, -1.19, -0.74], [1.45, 1.26, -0.10], [-1.61, 0.31, -1.71], [1.44, 0.66, -1.62], [2.28, -0.43, -0.47]]}

=====

[3]
{"formula": "C3H8BrN3", "method": "the ωB97M-V functional and the def2-TZVPD basis", "e_homo_ev": -8.727, "e_lumo_ev": 0.90, "orbital_gap_ev": 9.62, "charge": 0, "e_above_lowest_kcal_mol": 8.6, "spin_multiplicity": 1, "elements": ["Br", "N", "N", "N", "C", "C", "C", "H", "H", "H", "H", "H", "H", "H", "H"], "positions_angstrom": [[-1.24, 2.88, 0.21], [-1.51, 0.45, 1.60], [-1.00, -0.84, -0.27], [-2.03, -0.39, 0.62], [-0.11, 0.23, -0.51], [1.27, -0.13, -0.55], [-0.50, 1.29, 1.12], [-0.28, 0.96, -1.33], [1.69, -0.46, 0.41], [1.51, -0.88, -1.27], [0.41, 1.49, 1.71], [1.94, 0.65, -0.80], [-2.74, 0.17, 0.05], [-0.38, -1.64, 0.25], [-1.32, -0.04, 2.50]]}